{"formula": "C4H6O2", "method": "the ωB97M-V functional and the def2-TZVPD basis", "homo_ev": -8.9700, "e_above_lowest_ev": 4.7123, "smiles": "C[C@]12O[C@H]1[C@@H]2O", "gap_ev": 9.967, "largest_force_ev_per_a": 1.46, "lumo_energy_ev": 1.00, "symbols": ["O", "O", "C", "C", "C", "C", "H", "H", "H", "H", "H", "H"], "coordinates": [[-0.31, 0.67, 1.65], [1.19, 0.24, -1.37], [0.10, 1.26, 0.39], [1.19, 0.27, 0.03], [-1.06, -1.19, 0.00], [-0.15, -0.15, 0.50], [-2.01, -0.74, -0.29], [-0.59, -1.68, -0.87], [0.37, 2.28, 0.21], [0.33, 0.69, -1.54], [2.16, 0.28, 0.50], [-1.22, -1.94, 0.78]]}